Formula: C25H72BBrFN25O19P
Source: the Open Molecules 2025 dataset
Level of theory: ωB97M-V with the def2-TZVPD basis set

As for the LUMO energy: -3.3 eV. Its spin multiplicity is 1. Its energy above the lowest of the compared OMol25 structures with the same formula, charge and spin is 43.3 kcal per mole. As for the total charge: +1.

Each line ends with the Löwdin charge.
Geometry (Å):
C  -6.08842  -1.16511  -5.11271  -0.07
C  -4.92298  -0.13077  -5.04821  -0.22
N  -4.32704  -0.15119  -3.68866  0.02
C  -2.88159  0.15952  -3.66564  -0.16
N  -2.82452  1.53041  -3.14442  0.09
C  -3.18871  2.68004  -3.95912  -0.01
C  -1.93588  3.16721  -4.75633  -0.37
C  -1.07936  4.20426  -4.01280  -0.02
O  -1.11635  2.08862  -5.16757  -0.02
C  -2.42572  1.56019  -1.93468  -0.19
F  -2.39662  2.73874  -1.42336  0.21
C  -1.97964  0.25151  -1.24153  -0.05
C  -3.08411  0.00639  -0.13868  -0.16
C  -2.82671  0.59940  1.25523  -0.65
C  -3.09868  2.10220  1.40208  -0.13
Br  -4.14553  -0.31217  2.43921  0.74
B  -0.47450  0.67986  -0.82658  -0.64
O  -0.27947  1.81501  -0.07014  0.14
O  0.63230  -0.00605  -1.20478  0.08
C  1.56148  0.94743  -1.83454  -0.16
C  2.45388  0.26481  -2.88541  -0.05
C  -2.24413  -0.69847  -2.44449  -0.26
O  -3.25997  -1.72460  -2.27573  -0.11
N  -2.75094  -2.84917  -1.60404  -0.03
O  -3.26303  -3.82922  -1.97449  0.13
P  -0.85159  -1.57799  -3.30103  0.50
O  -0.07255  -0.62761  -4.06460  -0.21
O  0.09217  -2.45689  -2.35640  -0.08
O  -1.55474  -2.58165  -4.34556  -0.08
H  -7.02629  -0.63017  -5.24921  0.07
H  -6.13181  -1.77543  -4.21665  0.07
H  -5.97393  -1.80734  -5.98490  0.07
H  -5.39390  0.84543  -5.19821  0.10
H  -4.20235  -0.39005  -5.81873  0.12
H  -4.76940  0.53253  -3.08827  0.13
H  -2.45461  -0.03652  -4.64097  0.14
H  -3.94512  2.42366  -4.69512  0.13
H  -3.58593  3.50052  -3.36621  0.14
H  -2.30186  3.62067  -5.67707  0.15
H  -0.11298  4.22185  -4.52032  0.09
H  -1.50253  5.19991  -4.14923  0.09
H  -0.87026  3.95626  -2.97118  0.07
H  -0.48779  1.87023  -4.46381  0.08
H  -3.27225  -1.04974  0.01560  0.08
H  -4.01861  0.44429  -0.49845  0.13
H  -1.86842  0.31866  1.68313  0.09
H  -3.60327  2.27123  2.35081  0.05
H  -3.78731  2.47747  0.64391  0.08
H  -2.20350  2.71774  1.43563  0.06
H  -0.18908  1.50241  0.85530  0.09
H  0.95470  1.69240  -2.36338  0.11
H  2.19006  1.41041  -1.08061  0.12
H  2.43849  -0.81916  -2.84518  0.08
H  3.46423  0.65326  -2.74388  0.08
H  2.16288  0.61106  -3.87407  0.06
H  -0.31337  -3.31348  -2.14261  0.09
H  -1.12760  -3.45185  -4.32230  0.10
C  2.09784  1.59779  3.11508  -0.65
O  1.29884  1.78854  2.19752  0.01
N  3.12848  2.44172  3.36832  0.17
N  2.05766  0.53999  3.95208  0.18
H  3.78429  2.28724  4.11042  0.07
H  3.23761  3.23970  2.76871  0.11
H  1.33374  -0.14309  3.82948  0.11
H  2.75038  0.42284  4.67390  0.06
C  -7.71168  -4.76967  -5.45874  -0.69
O  -8.04770  -3.70561  -4.95822  0.00
N  -6.68201  -5.52224  -4.96719  0.15
N  -8.32821  -5.30255  -6.54544  0.16
H  -6.39843  -6.39903  -5.36710  0.09
H  -6.19815  -5.16960  -4.16314  0.09
H  -9.09236  -4.78702  -6.94072  0.10
H  -8.05575  -6.17813  -6.96126  0.06
C  2.77385  0.99238  7.48371  -0.65
O  3.33505  0.30813  6.62042  -0.05
N  1.72767  0.51882  8.19677  0.19
N  3.16754  2.25337  7.77951  0.19
H  1.25521  1.04659  8.90627  0.11
H  1.42321  -0.41875  8.00054  0.12
H  3.94868  2.62601  7.27238  0.11
H  2.72969  2.82123  8.48033  0.11
C  4.88251  -3.14062  6.93860  -0.71
O  4.10769  -3.08432  7.87809  0.02
N  4.95235  -2.16747  5.98708  0.16
N  5.75127  -4.18498  6.76363  0.15
H  5.58460  -2.19195  5.20509  0.07
H  4.33262  -1.38207  6.09414  0.05
H  5.72918  -4.91888  7.44763  0.10
H  6.39537  -4.25025  5.99819  0.09
C  -7.68459  -9.08413  -8.14654  -0.67
O  -7.40467  -8.26497  -7.28136  0.00
N  -7.07282  -9.09794  -9.36376  0.16
N  -8.62923  -10.04519  -7.95840  0.16
H  -7.28614  -9.75935  -10.08609  0.10
H  -6.37069  -8.40145  -9.53265  0.11
H  -9.09761  -10.06072  -7.07078  0.11
H  -8.87538  -10.72673  -8.65092  0.10
C  6.62540  0.31473  9.27921  -0.68
O  6.18511  1.35827  9.73820  0.00
N  7.82874  -0.20528  9.66775  0.15
N  5.95438  -0.41152  8.34435  0.18
H  8.20824  -1.05889  9.30537  0.09
H  8.34834  0.30664  10.35626  0.10
H  5.06677  -0.05578  8.03935  0.06
H  6.29383  -1.26671  7.94897  0.08
C  -5.03096  -4.22504  5.14432  -0.69
O  -5.21615  -5.08486  5.98066  0.04
N  -4.92774  -2.89763  5.46195  0.15
N  -4.90946  -4.50870  3.80996  0.14
H  -4.77483  -2.17578  4.78468  0.04
H  -5.01210  -2.65053  6.43058  0.10
H  -4.98059  -5.47211  3.53956  0.10
H  -4.75678  -3.81334  3.10464  0.07
C  -0.85685  6.09676  1.46649  -0.68
O  -0.18251  6.34574  2.44505  0.04
N  -0.82268  4.87756  0.84264  0.16
N  -1.70616  7.01240  0.90619  0.15
H  -1.36774  4.64833  0.03468  0.07
H  -0.20864  4.18019  1.22931  0.09
H  -1.75467  7.91619  1.33976  0.10
H  -2.27108  6.82855  0.09982  0.09
C  6.95397  0.37509  4.01471  -0.67
O  6.66225  -0.79890  3.86130  0.02
N  6.22186  1.20645  4.81587  0.17
N  8.02362  0.95420  3.39889  0.15
H  6.43542  2.17425  4.96950  0.10
H  5.42534  0.79896  5.27749  0.06
H  8.58122  0.36889  2.80205  0.11
H  8.27551  1.91946  3.50789  0.11
C  7.48880  2.82995  -0.32225  -0.69
O  8.69430  3.01228  -0.27803  0.02
N  6.84782  1.98628  0.54364  0.15
N  6.67811  3.44284  -1.22948  0.15
H  5.85948  1.82006  0.52847  0.09
H  7.41097  1.51303  1.22679  0.06
H  7.10957  4.06798  -1.88360  0.10
H  5.68682  3.30276  -1.28072  0.06
C  4.81815  4.87331  -3.92540  -0.68
O  4.59131  4.11504  -2.99465  0.00
N  5.01736  6.20994  -3.74511  0.16
N  4.89212  4.44262  -5.21682  0.16
H  5.20678  6.85038  -4.49268  0.10
H  4.97044  6.55842  -2.80489  0.11
H  4.75283  3.46272  -5.38227  0.10
H  5.07891  5.04620  -5.99502  0.10